1.
Here is 15 unconnected molecules or ions with the total composition H30O15 in a non-equilibrium geometry from the Open Molecules 2025 dataset. Energies are from ωB97M-V with the def2-TZVPD basis set.

* charge: 0
* M: 270.22 g/mol
* lowest unoccupied orbital energy: -0.0108 Eh
* total energy: -1146.34692 a.u.
* energy relative to the best compared isomer or geometry (same formula, charge and spin): 184.0 kcal per mole

```
45
Properties=species:S:1:pos:R:3:forces:R:3:mulliken_charge:R:1
H 1.014000 -0.136283 0.127316 0.50 -0.16 0.46 0.13
H -0.262176 0.411078 -0.184090 -2.37 3.85 -1.77 0.22
H -1.221207 0.025447 -1.879020 -0.82 -0.35 0.88 0.22
H -2.689275 -0.209404 -1.497767 -2.46 -0.44 -0.97 0.24
H 0.629051 -2.988684 0.251612 0.48 -0.17 0.17 0.18
H -0.825722 -2.944451 0.657687 -1.19 -0.75 1.47 0.27
H 3.183711 -2.835530 -1.056214 -0.02 0.48 -0.22 0.30
H 2.380292 -1.575153 -1.156135 -4.74 1.38 -0.15 0.24
H -3.095549 -2.664388 -1.083339 0.08 -0.13 0.30 0.34
H -3.857646 -3.683116 -0.138722 0.23 0.76 -1.14 0.32
H 3.150033 0.811877 -0.562958 0.89 -0.70 1.03 0.25
H 4.087948 1.782264 0.111178 0.23 -1.04 0.50 0.38
H 2.327822 -3.777719 1.176492 -1.27 -0.70 2.66 0.26
H 2.657675 -4.178738 -0.161408 0.75 1.07 1.12 0.36
H 2.108006 3.035008 0.607922 0.67 0.74 -2.30 0.33
H 2.935862 2.924057 -0.759521 0.41 -0.50 -0.13 0.23
H -0.295135 -0.912155 1.991183 2.06 1.36 1.15 0.34
H 1.214843 -1.066251 2.138312 0.14 0.08 0.11 0.31
H 4.634851 2.084023 2.567187 1.02 0.65 0.96 0.29
H 3.651426 1.277802 1.814816 3.02 0.12 0.07 0.35
H -1.516395 4.183515 -2.292135 1.35 0.58 0.21 0.32
H 0.053082 4.288762 -2.137101 0.05 -0.33 0.06 0.31
H -4.250791 0.947565 3.151745 -0.16 0.11 -0.36 0.32
H -3.008655 1.338094 2.212872 -1.12 -0.90 2.49 0.31
H -4.873410 -1.684880 0.340410 0.12 -0.26 -0.20 0.30
H -3.826296 -0.966511 1.239020 -0.75 0.12 -0.74 0.32
H -2.926267 3.495965 0.996511 -0.06 0.33 -0.82 0.31
H -2.989058 4.023885 -0.463509 0.98 2.22 -1.17 0.28
H 1.438924 -1.385204 -3.192589 -1.51 0.41 0.41 0.30
H 0.106177 -0.716333 -3.496294 -1.98 2.26 -3.61 0.28
O 0.077895 -0.325865 0.181440 2.55 -2.17 0.50 -0.26
O -1.877184 0.035370 -1.143970 2.27 0.82 -0.35 -0.50
O -0.227507 -2.650648 0.013039 0.50 -0.51 -1.66 -0.43
O 3.210642 -1.888026 -1.113244 5.02 0.00 -1.53 -0.61
O -3.952852 -3.071267 -0.909230 -0.21 -1.09 0.71 -0.66
O 3.741834 0.876104 0.248511 -3.60 -0.49 -6.82 -0.61
O 2.892155 -3.467268 0.518399 -0.02 -2.39 -1.91 -0.62
O 2.302346 3.453392 -0.298745 -1.36 0.05 2.21 -0.59
O 0.504052 -0.529955 2.502937 -1.66 -1.47 0.37 -0.67
O 4.661896 1.502508 1.814197 -1.32 1.18 4.45 -0.62
O -0.763764 4.782594 -2.058115 -1.40 -0.30 -0.23 -0.63
O -3.295599 1.036214 3.156152 1.25 0.71 -2.31 -0.65
O -4.493036 -0.827016 0.528851 0.66 0.65 1.07 -0.61
O -3.242733 3.339119 0.089827 -0.89 -2.45 2.10 -0.58
O 0.525716 -1.169806 -2.853508 3.65 -2.64 2.93 -0.56
```
Forces are in eV/Å.

2.
Here is 15 unconnected molecules or ions with the total composition H31O15 in a non-equilibrium geometry from the Open Molecules 2025 dataset. Energies are from ωB97M-V with the def2-TZVPD basis set.

* charge: +1
* M: 271.23 g/mol
* lowest unoccupied orbital energy: -0.1232 Eh
* total energy: -1146.86073 a.u.
* energy relative to the best compared isomer or geometry (same formula, charge and spin): 89.2 kcal per mole

```
46
Properties=species:S:1:pos:R:3:forces:R:3:mulliken_charge:R:1
O -0.964200 3.132352 2.820878 -2.70 -1.41 0.32 -0.69
H -2.138278 0.433199 -3.017706 -1.18 -0.91 -2.67 0.29
H 0.239516 1.394792 2.256309 -0.02 0.26 0.08 0.32
O 0.217140 0.654528 1.633337 -0.43 -0.30 -1.02 -0.48
H 1.537736 3.367665 -0.307964 0.64 -0.23 -1.18 0.25
H 2.307736 -2.232637 0.404258 0.49 -0.68 -1.87 0.63
O -3.038639 -1.702907 -1.277689 0.60 -1.08 2.37 -0.64
H -0.395949 3.021263 -0.737381 3.33 -3.50 -3.08 0.23
H 2.689107 -0.283323 0.555749 0.35 -1.42 1.61 0.34
O -0.569566 -3.082096 0.215404 0.80 -1.33 -0.27 -0.71
H 1.962992 -3.276373 3.097666 -0.07 -0.63 -1.27 0.34
H -2.654007 0.419315 2.139514 0.42 2.11 1.48 0.35
O -1.780439 0.812178 -2.266848 1.16 0.82 2.58 -0.57
H -0.664467 -2.906419 -0.736948 -0.42 -0.15 0.35 0.38
H 0.418240 3.626989 0.663121 3.18 0.77 0.41 0.50
O -3.104923 0.486279 0.618351 2.03 -2.16 1.11 -0.59
H -3.952519 -1.922789 -1.456669 0.16 0.57 -1.04 0.28
H -2.447293 -1.199004 -1.810897 -0.69 0.52 -1.43 0.28
O -0.957382 3.560171 -0.328112 -4.32 2.84 2.78 -0.52
H -3.646156 1.052409 0.147010 -1.64 1.74 -1.56 0.23
H -0.583494 -0.491239 -1.203293 2.28 -0.44 -1.06 0.14
O 2.033598 -2.911527 -0.391812 -1.31 0.89 0.64 -0.48
H -1.191394 4.264548 -0.926588 -0.02 0.37 -0.24 0.25
H 0.160760 -0.817627 -0.075814 1.27 -0.36 0.16 0.37
O 2.082931 -3.154072 2.119532 -0.01 1.56 2.59 -0.71
H -1.020414 1.340790 -2.552606 0.10 -0.10 -0.04 0.27
H 1.631163 2.116768 -3.040662 1.45 1.30 -1.58 0.31
O -2.352516 0.921524 2.994694 -1.02 -1.68 -1.86 -0.61
H 1.101748 -3.017022 -0.032546 -0.16 -0.55 -0.16 0.47
O 1.463400 3.715125 0.563620 -2.78 -0.26 1.29 -0.66
H -0.655131 0.799285 1.207847 0.55 0.02 0.60 0.17
H -2.357241 0.161760 3.554194 0.19 -0.54 1.46 0.30
O 0.360384 -0.882555 -1.036687 -3.42 1.46 0.76 -0.41
H 2.303315 -2.180123 2.181219 -0.25 -1.50 -0.17 0.31
H -2.864722 -0.271494 0.065621 -0.57 0.02 -0.24 0.35
O 0.970454 1.716701 -2.533375 0.12 -1.95 3.34 -0.62
H -1.709720 3.214889 2.158750 1.45 0.31 0.61 0.29
H 1.520410 1.318332 -1.765207 -1.70 0.72 -1.69 0.24
O 3.081233 -1.104362 1.024334 -1.88 3.01 -1.15 -0.75
H -1.492117 2.459966 3.400169 1.63 1.44 -1.12 0.37
H 3.830294 -1.933354 -2.532728 -1.67 0.42 -0.15 0.29
O 2.874882 -1.748954 -2.320373 1.58 -0.38 0.11 -0.58
H 2.447692 -1.154112 -2.921650 0.18 0.54 -0.85 0.29
H -0.416665 -4.056518 0.293807 -0.64 0.94 0.05 0.32
H 1.912170 -2.411601 -1.297147 1.03 -0.56 1.60 0.53
H 3.810321 -1.250718 0.455329 1.91 -0.53 -0.59 0.34
```
Forces are in eV/Å.

3.
Here is 15 unconnected molecules or ions with the total composition H31O15 in a non-equilibrium geometry from the Open Molecules 2025 dataset. Energies are from ωB97M-V with the def2-TZVPD basis set.

* charge: +1
* M: 271.23 g/mol
* lowest unoccupied orbital energy: -0.1026 Eh
* total energy: -1146.81581 a.u.
* energy relative to the best compared isomer or geometry (same formula, charge and spin): 117.4 kcal per mole

```
46
Properties=species:S:1:pos:R:3:forces:R:3:mulliken_charge:R:1
O -0.197421 3.981011 -2.277206 -7.92 0.54 0.87 -0.63
H 1.801517 -1.543559 0.436898 1.35 0.50 0.23 0.26
H 0.573985 3.763833 -2.662292 3.68 -1.08 -2.80 0.29
O 2.256960 -1.427380 2.666608 2.72 -1.53 -2.18 -0.60
H 2.063660 -2.242857 3.085480 0.26 -1.61 0.49 0.33
H 1.567047 -0.927986 2.962867 -2.76 2.98 1.37 0.28
O 1.643909 -1.706092 -0.490095 -1.50 -0.92 -1.64 -0.54
H 1.634278 1.069102 0.297370 2.13 -1.30 -1.70 0.21
H 2.145452 -1.461156 -1.289226 0.98 0.34 1.65 0.30
O 1.779942 1.622720 -2.551179 4.57 -4.52 1.87 -0.51
H 1.068181 2.007586 -2.890447 -4.47 2.93 -2.37 0.29
H 1.733228 0.687244 -2.924328 0.68 1.86 0.79 0.34
O 0.171176 2.980892 3.170673 -1.75 0.11 1.87 -0.59
H -0.626785 3.427038 3.619692 2.18 -0.50 -1.68 0.30
H 0.556670 3.425669 2.423154 -0.49 0.85 -0.07 0.28
O 1.110227 1.678358 0.730336 -2.95 -0.21 2.40 -0.48
H -0.828473 0.575192 0.862822 -0.23 -1.67 1.85 0.25
H -3.380657 -1.395040 0.498218 -0.35 1.95 1.21 0.39
O -0.963430 -0.129614 1.598065 0.23 1.62 -1.56 -0.60
H -0.339431 0.182862 2.295873 -0.55 -0.10 0.01 0.37
H -2.489973 -0.677486 1.646516 -0.90 1.23 -0.98 0.42
O -0.620600 -3.506833 -0.344216 0.43 -0.91 0.47 -0.66
H -0.073476 -2.926874 -0.912929 -0.06 -0.52 1.10 0.30
H -0.018486 -4.142452 0.135711 -0.71 1.21 -1.09 0.32
O -3.496488 -0.986677 1.438987 3.06 -3.34 0.56 -0.46
H 1.305514 2.569040 0.555870 0.85 1.38 -1.06 0.24
H -3.138084 -1.902061 1.929873 -1.08 0.34 -0.34 0.71
O 3.553627 -0.522006 -2.868762 0.76 0.60 0.83 -0.63
H -0.243430 1.114334 -3.106295 -0.95 -0.19 -0.59 0.27
O -0.298798 -0.621900 -1.905039 -3.67 -3.00 -3.90 -0.47
H 0.266736 -0.165692 -1.399816 3.66 2.08 3.22 0.30
H 0.090492 -1.493074 -2.138202 -0.29 1.31 0.43 0.21
O -3.141893 -0.160091 -0.856344 -3.65 -1.27 -2.76 -0.68
H -2.504581 0.474969 -1.208516 -0.41 -0.35 -0.69 0.28
H -3.963795 -0.388492 -1.579498 3.95 1.54 2.73 0.34
O -2.153079 -3.132452 1.982218 -3.70 -0.38 -3.90 -0.70
H -1.537531 -2.962772 2.651296 2.35 0.12 0.46 0.28
H -1.997263 -3.284763 0.935924 1.48 0.44 3.48 0.44
O -0.554864 1.456231 -3.966943 -0.47 1.77 2.14 -0.62
H -1.084718 3.757500 -2.874890 4.27 0.74 1.96 0.35
H -0.317442 0.787778 -4.551835 0.47 -1.83 -1.87 0.29
O 0.713056 0.496387 3.813999 0.01 -0.38 0.23 -0.62
H 1.011889 1.400308 3.741007 0.19 0.96 -1.18 0.27
H 0.539459 0.547150 4.746325 -0.50 -0.87 0.96 0.26
H 3.480510 -0.563197 -3.830373 0.60 0.27 0.18 0.30
H 4.286911 0.107445 -2.585061 -1.49 -1.17 -1.03 0.32
```
Forces are in eV/Å.